Entry 1:
The following is a quantum chemistry calculation of C13H37O15Tl as an isolated structure in a non-equilibrium geometry, from the OMol25 dataset.

The geometry in XYZ format:
```
66
C13H37O15Tl ωB97M-V/def2-TZVPD
H 19.67 -3.42 7.94
H 27.94 -5.69 3.21
H 29.73 -5.78 1.60
H 29.72 -2.45 -1.74
O 27.84 -2.73 -1.04
O 18.33 0.03 2.69
C 24.50 -4.32 3.52
H 23.89 -9.49 7.20
O 18.69 -6.35 10.26
O 25.25 -3.46 3.02
H 18.75 -7.18 10.74
H 18.37 -5.23 7.57
C 28.38 -7.57 1.74
H 25.35 -2.80 7.66
H 28.05 -2.31 9.94
O 26.49 -2.03 11.24
H 26.78 -6.51 1.44
H 18.52 -1.67 1.67
H 19.52 -2.96 3.35
H 20.55 -6.61 9.41
H 21.34 -8.22 4.35
H 28.74 -3.48 -2.68
C 23.77 -8.69 6.47
O 25.93 -2.47 8.35
Tl 26.87 0.71 1.54
H 18.58 0.66 2.02
H 25.88 -2.60 11.70
O 23.40 -7.43 7.02
H 27.68 -3.62 11.03
H 27.28 -1.67 -3.45
H 27.67 -3.67 -0.96
O 19.58 -4.02 8.69
H 25.34 -3.75 9.68
O 20.24 -1.48 4.57
H 30.29 -7.07 2.67
O 24.60 -5.60 3.12
C 19.32 -5.27 8.09
C 28.31 -1.47 -3.14
H 20.11 -0.87 2.07
O 28.84 -5.89 3.44
H 28.93 -1.44 -4.03
O 28.14 -0.23 -2.48
H 18.37 -2.17 4.29
H 19.28 -7.39 8.55
C 19.25 -1.96 3.68
H 23.54 -6.82 6.29
H 26.66 -4.32 8.74
O 23.82 -4.09 4.52
C 19.51 -6.48 9.09
H 23.89 -6.02 3.62
H 22.80 -10.17 5.17
H 27.81 -8.04 2.55
H 21.78 -9.33 6.21
H 20.04 -5.44 7.29
C 28.70 -2.53 -2.13
C 29.41 -6.54 2.31
C 26.30 -3.43 9.26
O 22.27 -8.23 4.59
H 21.03 -1.98 4.37
H 28.31 0.41 -3.17
H 24.69 -8.56 5.90
C 22.65 -9.17 5.57
H 28.90 -8.37 1.22
O 27.44 -6.92 0.88
C 27.23 -2.89 10.36
C 19.10 -1.12 2.41
```

LUMO level in eV: -12.262
Charge: +2
Spin multiplicity: 1
Kohn-Sham gap in eV: 1.7884


Entry 2:
The following is a quantum chemistry calculation of a 7-piece molecular cluster, C13H38F4NO10PS overall in a non-equilibrium geometry, from the OMol25 dataset.

The geometry in XYZ format:
```
68
C13H38F4NO10PS ωB97M-V/def2-TZVPD
P -2.02 -4.32 -3.23
N -0.84 -3.24 -2.38
S -0.07 -2.21 -3.56
O -0.88 -0.94 -3.95
H 1.86 5.56 2.59
H -2.56 -1.99 -1.59
F -1.92 2.29 -2.67
C -1.54 -2.48 -1.28
H -3.07 -5.55 -1.29
H -1.21 -5.91 -1.45
O -1.84 4.67 4.68
O 0.03 -3.06 -4.89
C -5.41 -4.35 1.16
H 0.04 1.42 0.34
H 2.30 2.12 4.23
C -1.63 5.61 3.64
C 4.02 1.24 4.08
O -4.45 -4.57 0.14
C -2.22 -5.82 -2.06
H -0.64 5.45 3.20
H -6.33 -3.95 0.72
O -0.83 0.01 -1.07
H -1.81 -3.28 -0.44
H -3.52 -2.77 -4.07
H -1.66 0.40 3.07
H 5.67 -2.40 -3.39
H 4.45 1.76 4.93
H 1.28 0.33 -0.59
H 0.89 2.91 2.99
O 4.70 -0.82 -2.51
H 2.24 -2.92 -2.90
C -0.62 -1.34 -0.53
H 5.19 -1.08 -4.49
H 4.64 0.14 -2.63
H -2.44 -6.84 -2.61
C 5.58 -1.31 -3.50
H -4.28 -3.72 -0.29
C 0.26 0.93 -0.72
H 2.48 4.07 1.82
H -1.48 2.06 2.45
O -3.57 -3.55 -3.42
H -1.15 4.81 5.34
H 4.41 0.22 4.04
H -0.93 1.67 4.10
C -1.03 1.29 3.08
H 4.29 1.76 3.15
F 1.58 3.01 -1.21
C -0.71 3.03 -2.25
C 1.71 -1.87 -3.05
H 0.82 4.64 1.48
O 1.12 3.79 3.33
H 6.57 -0.86 -3.37
C 0.57 2.09 -1.85
H 0.63 0.28 3.15
H -1.70 6.62 4.06
F 1.24 1.54 -3.06
O 2.61 1.20 4.20
H 2.27 -1.34 -3.95
F -0.28 3.83 -3.45
O 0.25 0.97 2.57
H -2.39 5.48 2.88
H -5.00 -3.64 1.89
H -0.98 3.84 -1.43
H -0.99 -1.31 0.60
H -5.63 -5.29 1.65
H 1.83 -1.15 -2.14
H 0.49 -1.70 -0.51
C 1.60 4.56 2.24
```

LUMO level in eV: 0.193
SMILES: CP(O)N(CCOCC(F)(F)C(F)F)S(C)(=O)=O.CO.CO.CO.CO.CO.CO
Spin multiplicity: 1
Kohn-Sham gap in eV: 8.1544


Entry 3:
The following is a quantum chemistry calculation of C13H39B2NO8V as an isolated structure in a non-equilibrium geometry, from the OMol25 dataset.

The geometry in XYZ format:
```
64
C13H39B2NO8V ωB97M-V/def2-TZVPD
C -3.86 7.24 -19.75
H -2.27 13.21 -16.22
H -7.40 5.62 -16.72
H -6.50 15.03 -15.53
H -2.15 9.37 -15.87
H -6.48 4.45 -19.18
H -7.84 7.47 -16.27
H -7.01 2.45 -13.49
H -5.30 8.53 -15.59
H -1.72 11.18 -17.23
H -7.73 11.93 -16.88
H -3.64 7.68 -18.77
H 0.15 11.89 -17.31
H -5.72 15.05 -17.09
C -1.37 11.34 -16.21
H -9.12 7.77 -14.92
O -0.03 11.88 -16.37
H -4.73 5.35 -18.15
H -9.34 4.37 -15.42
C -5.45 6.12 -18.45
H -5.62 11.61 -15.03
H -6.31 9.96 -15.64
H -1.40 10.01 -14.47
H -1.60 12.96 -14.67
H -8.01 13.16 -15.76
C -5.66 14.61 -16.09
O -5.90 12.53 -14.86
H -3.14 12.17 -15.16
H -4.38 10.18 -15.67
C -8.51 4.12 -17.38
H -5.40 9.51 -14.12
O -7.70 3.10 -15.35
H -8.51 1.77 -14.06
H -7.70 13.64 -17.37
B -8.68 8.14 -15.91
O -5.93 4.95 -12.72
V -7.05 8.30 -14.36
H -8.63 3.37 -18.17
C -6.48 5.98 -13.20
H -9.56 8.04 -16.67
H -4.80 14.97 -15.52
H -3.85 8.08 -20.44
O -6.78 7.05 -12.56
C -7.93 2.71 -14.01
N -7.25 4.80 -17.32
H -9.35 4.82 -17.50
O -7.76 9.51 -13.55
C -7.37 12.92 -16.61
H -7.52 5.88 -19.16
H -5.42 6.88 -17.67
C -5.92 13.09 -16.18
B -5.30 9.62 -15.24
H -8.27 9.18 -15.71
C -8.86 3.54 -15.97
C -2.13 12.43 -15.46
C -6.76 5.33 -18.58
O -6.67 6.17 -14.46
H -0.40 9.43 -15.84
C -1.30 9.98 -15.56
H -9.66 2.78 -15.98
H -5.15 12.56 -16.75
H -3.07 6.50 -19.90
O -5.10 6.55 -19.76
H -8.47 3.48 -13.45
```

LUMO level (alpha / beta) in eV: 4.088 / 4.088
⟨S²⟩: 0.779
Relative energy (zero: lowest compared OMol25 entry of this formula, charge and spin) in kJ/mol: 229.4
Charge: -2
Spin multiplicity: 2
Kohn-Sham gap (alpha / beta) in eV: 5.8127 / 5.8645


Entry 4:
The following is a quantum chemistry calculation of a 13-piece molecular cluster, C13H39N13O26 overall in a non-equilibrium geometry, from the OMol25 dataset.

The geometry in XYZ format:
```
91
C13H39N13O26 ωB97M-V/def2-TZVPD
N -5.10 -5.17 -0.92
H -4.95 5.17 0.16
N -0.79 -4.61 0.60
O 2.65 -2.99 -6.06
O -1.50 1.11 2.82
O -5.06 -4.31 -1.79
H -1.09 -1.27 3.23
O -0.70 -0.87 -0.22
H 0.44 1.42 -0.16
C 5.75 -0.50 0.17
O 2.36 3.29 0.65
H 0.14 4.85 -0.88
O -1.09 -4.60 1.78
N 4.40 -0.98 0.00
N 0.15 -0.51 0.61
O 4.21 -1.73 -0.94
H -4.28 5.42 -1.44
H 1.46 1.06 1.19
O 0.43 -3.11 -6.10
N 1.15 1.37 4.52
N -5.34 1.53 0.97
H 1.74 0.23 -0.42
O 3.54 -0.62 0.85
H -3.89 1.25 -0.44
H -4.66 -3.67 0.67
H 6.53 -1.25 0.15
C 2.67 -2.56 3.69
C 3.94 1.89 -3.21
O -5.85 2.53 0.50
H -4.13 -0.11 0.70
H -2.52 -1.68 4.09
H 0.89 2.44 2.65
H 0.77 -2.26 -3.63
H -3.86 -5.23 0.68
H 0.84 -5.35 -0.55
C -4.63 0.62 0.06
C -4.81 -4.73 0.48
O -2.35 0.77 4.75
H 3.30 2.77 -3.37
H -2.71 2.01 -3.47
H -3.58 6.35 0.03
O -1.59 -4.49 -0.32
N -2.01 0.42 3.65
H 2.48 -2.63 4.76
O -2.50 4.48 0.97
H -2.21 0.68 -2.43
H 2.54 -2.00 -3.96
O -0.62 3.16 -2.70
H 0.77 -3.60 -0.06
N 1.91 3.99 -0.26
O 3.14 1.37 -5.34
C 1.15 2.65 3.69
O -5.26 1.28 2.21
O 3.29 -4.70 3.09
N -3.20 4.31 -0.03
O 0.39 -1.18 1.58
O 4.83 -3.18 2.93
H 1.29 -0.94 -4.73
C 1.01 0.61 0.30
C -4.05 5.45 -0.38
C 0.66 -4.64 0.25
O 1.53 0.29 3.95
O 0.80 1.44 5.69
N 3.68 -3.51 3.21
H -1.78 0.73 -4.20
H -5.61 -5.26 1.00
H 1.78 -2.55 3.07
C -2.15 -1.02 3.31
O -3.10 3.30 -0.74
H 5.80 -0.04 1.16
H 3.41 1.07 -2.73
H 1.15 5.78 0.38
O -5.56 -6.30 -1.12
H 5.96 0.26 -0.59
N -0.57 2.03 -3.08
H 3.10 -1.57 3.50
C 0.72 4.84 0.05
N 4.15 1.35 -4.59
C 1.52 -1.93 -4.34
H -2.60 -1.15 2.33
O 2.35 4.03 -1.37
O 5.26 0.92 -4.87
C -1.91 1.30 -3.28
H 0.11 4.33 0.79
O 0.46 1.41 -3.18
H 1.34 -4.83 1.09
H 2.14 3.09 3.73
H 4.85 2.09 -2.65
N 1.47 -2.75 -5.59
H 0.50 3.44 4.08
H -5.30 0.17 -0.67
```

LUMO level in eV: -0.755
Relative energy (zero: lowest compared OMol25 entry of this formula, charge and spin) in kJ/mol: 194.3
Spin multiplicity: 1
Kohn-Sham gap in eV: 10.0078